1.
{
  "formula": "C51H36Cl2N7O9PS2Sr",
  "method": "ωB97M-V with the def2-TZVPD basis set",
  "symbols": ["Sr", "Cl", "C", "C", "C", "Cl", "C", "O", "C", "C", "O", "C", "H", "H", "H", "C", "O", "C", "C", "C", "C", "C", "C", "C", "N", "C", "C", "N", "C", "C", "C", "C", "N", "C", "C", "N", "C", "C", "C", "C", "H", "H", "H", "H", "H", "H", "H", "H", "H", "H", "H", "H", "H", "H", "O", "C", "O", "C", "C", "C", "C", "C", "C", "N", "O", "O", "H", "H", "H", "H", "S", "P", "S", "C", "C", "C", "C", "C", "C", "C", "C", "C", "C", "C", "C", "H", "H", "H", "H", "H", "H", "H", "H", "H", "H", "C", "N", "C", "C", "C", "O", "N", "C", "O", "H", "H", "H", "H", "H"],
  "coordinates": [[1.51584, 1.06128, 1.28641], [1.90772, 3.66378, 7.92273], [1.58470, 2.76885, 6.45955], [0.25281, 2.61737, 6.03055], [-0.01287, 1.87348, 4.92068], [-1.63759, 1.67433, 4.37668], [1.01227, 1.19387, 4.15840], [0.72287, 0.39863, 3.23176], [2.35845, 1.47521, 4.58588], [3.46855, 1.03353, 3.79588], [3.43309, 0.41507, 2.73454], [2.61270, 2.23026, 5.74540], [-0.55051, 3.08890, 6.57932], [4.46227, 1.29912, 4.21691], [3.63894, 2.37724, 6.06283], [-8.26558, -9.15784, 1.21131], [-8.55676, -7.78012, 1.15004], [-7.50001, -6.91853, 1.16062], [-6.16770, -7.30737, 1.23533], [-5.16903, -6.34746, 1.23480], [-5.46691, -4.98856, 1.16009], [-6.81112, -4.61525, 1.08975], [-7.81261, -5.56518, 1.08990], [-4.37055, -4.02349, 1.14659], [-3.10102, -4.34172, 1.25551], [-2.41229, -3.16098, 1.16788], [-3.28523, -2.10285, 1.00447], [-4.53203, -2.67131, 0.99472], [-2.86638, -0.74444, 0.90287], [-3.73436, 0.35647, 0.84441], [-3.20372, 1.61763, 0.82460], [-1.81028, 1.76259, 0.83651], [-0.97853, 0.74104, 0.85090], [-1.47800, -0.50328, 0.90080], [-0.54033, -1.61304, 1.02628], [0.76868, -1.33173, 1.00054], [1.64313, -2.29114, 1.20145], [1.27722, -3.61760, 1.45445], [-0.05840, -3.94238, 1.44486], [-1.00043, -2.93359, 1.21330], [-9.22548, -9.66776, 1.18325], [-7.74467, -9.42003, 2.13708], [-7.66135, -9.48171, 0.35867], [-5.89352, -8.35215, 1.29086], [-4.12867, -6.63633, 1.28885], [-7.09002, -3.56988, 1.03526], [-8.85446, -5.27679, 1.03357], [-5.39989, -2.18176, 0.88125], [-4.80817, 0.20217, 0.83402], [-3.82298, 2.50358, 0.80985], [-1.37769, 2.75438, 0.87367], [2.68460, -1.98932, 1.15767], [2.03597, -4.36453, 1.64587], [-0.41072, -4.95163, 1.61676], [3.13831, 0.08128, -0.18247], [3.76022, 1.12629, 0.10211], [3.23536, 2.23333, 0.34113], [5.27676, 1.03450, 0.20708], [5.94643, -0.03828, -0.36740], [7.32603, -0.15501, -0.25547], [8.03991, 0.78545, 0.46203], [7.35981, 1.84552, 1.05346], [5.98523, 1.98776, 0.91867], [8.11396, 2.81140, 1.82989], [9.33071, 2.70062, 1.87242], [7.50793, 3.69183, 2.40678], [5.35640, -0.77777, -0.89399], [7.84554, -0.98453, -0.71742], [9.11053, 0.71801, 0.58337], [5.46254, 2.82201, 1.36500], [-0.66905, 3.56204, -5.36070], [-0.15353, 1.95080, -4.33571], [-0.68316, 1.83193, -2.43032], [1.63646, 1.65541, -4.60604], [2.07268, 1.39635, -5.90473], [3.41637, 1.18855, -6.16374], [4.33972, 1.26620, -5.12724], [3.91001, 1.56266, -3.84390], [2.55844, 1.74987, -3.57741], [-0.84952, 0.44674, -5.14377], [-2.03647, 0.54641, -5.85934], [-2.62102, -0.58496, -6.41188], [-2.02084, -1.82599, -6.25001], [-0.84408, -1.93245, -5.51987], [-0.26363, -0.80318, -4.96257], [1.34401, 1.37316, -6.70691], [3.74585, 0.97064, -7.17363], [5.39308, 1.10180, -5.32631], [4.62302, 1.64496, -3.03669], [2.22291, 1.96826, -2.57116], [-2.47993, 1.52770, -5.98142], [-3.54474, -0.50025, -6.97338], [-2.46610, -2.71046, -6.69188], [-0.37724, -2.90105, -5.38054], [0.64419, -0.88582, -4.37678], [-0.62046, 7.28556, -0.72778], [-0.10578, 6.25720, 0.15265], [1.20489, 5.90427, 0.09907], [1.70274, 4.89855, 0.83773], [0.76201, 4.10439, 1.60604], [1.12567, 3.03055, 2.16810], [-0.51265, 4.51543, 1.70282], [-0.99719, 5.57174, 1.02734], [-2.15976, 5.97660, 1.10063], [-0.22883, 8.27178, -0.45872], [-1.69993, 7.29085, -0.61467], [-0.35722, 7.06646, -1.76416], [1.81655, 6.48752, -0.57901], [2.73699, 4.59838, 0.78455]],
  "forces_ev_per_a": [[-1.1, -0.9, -1.8], [0.0, 0.1, 0.2], [0.1, -0.1, -0.1], [0.1, -0.1, -0.1], [0.1, -0.1, 0.1], [-0.2, 0.0, 0.0], [-0.1, -0.1, 0.7], [-0.7, -0.5, 2.0], [-0.4, 0.0, -0.2], [0.3, -0.2, 0.2], [0.5, 0.0, 0.5], [0.0, 0.0, -0.1], [0.0, 0.0, 0.0], [0.0, 0.0, 0.0], [0.0, 0.0, 0.0], [0.0, -0.1, 0.0], [0.0, 0.0, 0.0], [0.1, 0.1, 0.0], [0.0, -0.1, 0.0], [0.0, 0.2, 0.0], [-0.2, -0.2, 0.0], [0.1, 0.0, 0.0], [-0.1, 0.0, 0.0], [0.4, 0.1, 0.0], [-0.1, -0.2, 0.0], [-0.4, 0.4, 0.0], [0.4, -0.4, 0.0], [-0.2, 0.0, 0.0], [0.1, 0.2, 0.0], [0.1, 0.0, 0.0], [-0.1, -0.1, 0.0], [0.0, 0.0, -0.1], [-0.6, -0.1, -0.1], [-0.4, 0.0, 0.0], [0.0, -0.5, 0.1], [-0.3, -0.6, -0.1], [0.1, -0.1, 0.0], [-0.1, -0.1, 0.0], [0.0, 0.1, 0.0], [0.2, 0.1, 0.0], [0.0, 0.0, 0.0], [0.0, 0.0, 0.0], [0.0, 0.0, 0.0], [0.0, 0.0, 0.0], [0.0, 0.0, 0.0], [0.0, 0.0, 0.0], [0.0, 0.0, 0.0], [0.0, 0.0, 0.0], [0.0, 0.0, 0.0], [0.0, 0.0, 0.0], [0.0, 0.0, 0.0], [0.0, 0.0, 0.0], [0.0, 0.0, 0.0], [0.0, 0.0, 0.0], [0.7, -0.4, -0.5], [1.2, 0.1, -0.8], [1.4, 0.9, -0.6], [-0.1, -0.2, 0.0], [-0.1, 0.0, 0.0], [-0.1, 0.0, 0.0], [0.2, 0.2, 0.2], [-0.4, -0.6, -0.5], [0.2, 0.2, 0.1], [0.3, 0.5, 0.3], [0.0, -0.1, -0.1], [-0.1, 0.0, 0.0], [0.0, 0.0, 0.0], [0.0, 0.0, 0.0], [0.0, 0.0, 0.0], [0.0, 0.0, 0.0], [0.0, 0.1, -0.2], [-0.3, -0.1, 0.1], [0.3, -0.1, 0.1], [-0.1, 0.1, 0.0], [0.0, 0.0, 0.0], [-0.1, 0.0, -0.1], [0.1, 0.0, 0.0], [0.0, 0.0, 0.0], [0.1, 0.0, 0.0], [-0.1, 0.1, 0.0], [0.1, 0.0, -0.1], [0.0, 0.0, 0.0], [0.0, 0.0, 0.0], [0.1, 0.0, 0.0], [-0.1, 0.0, 0.0], [0.0, 0.0, 0.0], [0.0, 0.0, 0.0], [0.0, 0.0, 0.0], [0.1, 0.0, 0.1], [-0.1, 0.0, 0.0], [0.0, 0.0, 0.0], [0.0, 0.0, 0.0], [0.0, 0.0, 0.0], [0.0, 0.0, 0.0], [0.0, 0.0, 0.0], [0.0, 0.0, 0.0], [-0.2, -0.1, 0.1], [0.1, 0.0, 0.1], [0.1, -0.1, -0.1], [-0.3, 0.6, 0.2], [-0.5, 2.2, 0.6], [0.0, -0.3, 0.2], [0.1, 0.3, -0.3], [0.1, -0.1, 0.0], [0.0, 0.0, 0.0], [0.0, 0.0, 0.0], [0.0, 0.0, 0.0], [0.0, 0.0, 0.0], [0.0, 0.0, -0.1]],
  "lowdin_charge": [1.6224, 0.5948, -0.6832, -0.1282, -0.5688, 0.7280, -0.4363, -0.2362, -0.1364, -0.1990, -0.0717, -0.0828, 0.1001, 0.1291, 0.1071, -0.0991, -0.0879, -0.2884, -0.0193, -0.0155, -0.1515, -0.0246, -0.0087, -0.2786, 0.1815, -0.1697, -0.1225, 0.1788, -0.0721, -0.0048, -0.0230, -0.1445, 0.0448, -0.1341, -0.1245, 0.0412, -0.1096, -0.0435, -0.0070, -0.0753, 0.0882, 0.0932, 0.0936, 0.0998, 0.1112, 0.1054, 0.1169, 0.1432, 0.1053, 0.1162, 0.0867, 0.1088, 0.0977, 0.1090, -0.1171, -0.7202, -0.1455, -0.1003, 0.0000, -0.0656, -0.0173, -0.1443, 0.0756, -0.3598, 0.0428, 0.0767, 0.1213, 0.0998, 0.1081, 0.1337, 0.0614, -0.0933, 0.1633, -0.3929, -0.1156, -0.1059, -0.1125, -0.0841, -0.0840, -0.3949, -0.1187, -0.1073, -0.1232, -0.1040, -0.0960, 0.1001, 0.0897, 0.0886, 0.0926, 0.0737, 0.0616, 0.0895, 0.0857, 0.0917, 0.1092, -0.0457, -0.0656, -0.0734, 0.0060, -0.4811, -0.2354, 0.1621, -0.5254, -0.0213, 0.0814, 0.0753, 0.0899, 0.1222, 0.0924],
  "e_above_lowest_kj_mol": 140.02,
  "multiplicity": 1,
  "largest_force_ev_per_a": 2.30,
  "total_charge": -2,
  "homo_lumo_gap_ev": 5.38,
  "e_tot_ev": -139177.690
}


2.
{
  "formula": "C18H23N2O",
  "method": "ωB97M-V with the def2-TZVPD basis set",
  "symbols": ["C", "N", "C", "C", "C", "C", "C", "C", "C", "C", "C", "H", "H", "H", "H", "H", "H", "H", "H", "H", "H", "H", "H", "H", "H", "C", "C", "C", "N", "C", "C", "C", "C", "C", "O", "H", "H", "H", "H", "H", "H", "H", "H", "H"],
  "coordinates": [[2.95674, -1.27622, -1.23299], [1.55703, -1.63274, -1.48656], [1.31434, -2.76198, -2.38248], [0.59761, -0.83004, -1.07413], [-0.80529, -1.11916, -1.20530], [-1.36005, -2.39709, -0.91853], [-2.71173, -2.63150, -1.11912], [-3.55383, -1.62729, -1.61755], [-5.00357, -1.91805, -1.84978], [-3.01709, -0.35979, -1.88709], [-1.67652, -0.09689, -1.66308], [3.58336, -2.06985, -1.65254], [3.20024, -0.31843, -1.72147], [3.16128, -1.15400, -0.15901], [2.24655, -2.92260, -2.93222], [1.07007, -3.68545, -1.84075], [0.49638, -2.54476, -3.08081], [0.92777, 0.14586, -0.70271], [-0.71650, -3.19561, -0.54089], [-3.13972, -3.61525, -0.90304], [-5.51733, -1.03634, -2.24044], [-5.13890, -2.73825, -2.56449], [-5.50495, -2.22399, -0.92413], [-3.68277, 0.41859, -2.27188], [-1.25143, 0.89155, -1.85980], [4.07498, 1.86458, 0.26487], [2.92951, 1.52558, 1.20404], [1.83519, 2.41766, 1.21639], [0.78216, 2.33299, 2.11331], [0.70275, 1.35474, 3.07727], [-0.32814, 1.32980, 3.99267], [-1.34366, 2.28211, 3.94357], [-1.27920, 3.24882, 2.92972], [-0.23560, 3.26507, 2.02713], [2.98687, 0.47475, 1.88951], [3.69853, 2.25175, -0.69256], [4.70851, 2.64790, 0.70908], [4.69402, 0.97571, 0.09275], [1.83031, 3.27576, 0.54256], [1.50651, 0.63869, 3.06859], [-0.28711, 0.53893, 4.73436], [-2.15541, 2.27298, 4.66656], [-2.04483, 4.01519, 2.82835], [-0.10710, 3.98627, 1.22258]],
  "forces_ev_per_a": [[0.7, 0.3, 0.1], [-1.3, 1.3, 0.5], [0.0, -0.7, -0.2], [1.2, -0.7, -0.7], [-1.3, -0.3, -0.2], [0.3, 0.3, -0.3], [0.2, 0.0, 0.0], [0.3, 0.1, 0.0], [-0.3, 0.1, -0.1], [-0.2, -0.1, 0.0], [0.7, -0.2, 0.3], [-0.1, 0.3, 0.2], [-0.1, -0.4, 0.1], [-0.2, -0.1, -0.3], [-0.4, 0.0, 0.0], [0.2, 0.3, -0.1], [0.2, 0.1, 0.3], [0.0, -0.3, 0.2], [-0.3, 0.3, -0.1], [0.2, 0.3, 0.0], [0.0, -0.2, 0.0], [0.1, 0.1, 0.1], [0.1, 0.1, -0.1], [0.3, -0.2, 0.1], [-0.3, -0.3, 0.0], [0.1, 0.2, -0.1], [-0.5, -0.3, 0.2], [0.8, 0.0, -0.7], [-0.9, 0.0, 0.4], [0.0, 0.5, -0.3], [-0.3, 0.4, -0.1], [0.3, -0.1, -0.1], [0.1, 0.1, -0.1], [0.4, -0.6, 0.5], [0.3, 0.1, -0.4], [0.2, 0.0, 0.2], [-0.2, -0.3, -0.1], [-0.2, 0.2, 0.1], [-0.1, -0.2, 0.4], [0.1, 0.1, -0.1], [-0.2, 0.2, 0.0], [0.2, 0.1, -0.2], [0.1, -0.2, 0.1], [-0.2, -0.1, 0.3]],
  "lowdin_charge": [0.0048, -0.1243, 0.0001, 0.0515, -0.1991, -0.0135, -0.0159, -0.2444, -0.0361, -0.0170, -0.0023, 0.1002, 0.1113, 0.0977, 0.1004, 0.1061, 0.1164, 0.1517, 0.1203, 0.1309, 0.0831, 0.0967, 0.0966, 0.1253, 0.1254, -0.0405, -0.5133, -0.0829, -0.0445, -0.0004, -0.0352, -0.0526, -0.0457, -0.0219, -0.0632, 0.0755, 0.0915, 0.0749, 0.1096, 0.1037, 0.1187, 0.1130, 0.1162, 0.1311],
  "e_above_lowest_kj_mol": 117.88,
  "multiplicity": 1,
  "largest_force_ev_per_a": 1.87,
  "total_charge": 1,
  "homo_lumo_gap_ev": 5.72,
  "e_tot_ev": -24059.374
}


3.
{
  "formula": "C20H28AuN6P2S2",
  "method": "ωB97M-V with the def2-TZVPD basis set",
  "symbols": ["Au", "S", "C", "C", "N", "C", "S", "C", "N", "C", "P", "C", "C", "C", "C", "C", "C", "C", "P", "C", "C", "H", "H", "H", "H", "H", "H", "H", "H", "H", "H", "H", "H", "H", "H", "H", "H", "C", "N", "C", "N", "C", "N", "C", "N", "C", "C", "H", "H", "H", "H", "H", "H", "H", "H", "H", "H", "H", "H"],
  "coordinates": [[0.01305, -0.13763, -0.25915], [-0.56157, -2.22754, 0.61521], [0.29977, -2.28747, 2.13620], [0.04430, -3.45016, 2.93959], [-0.19107, -4.39346, 3.55205], [1.13226, -1.32032, 2.50957], [1.47706, 0.08261, 1.51496], [1.82166, -1.34119, 3.76979], [2.36754, -1.35596, 4.78097], [1.04392, 3.08391, 0.51710], [0.39960, 2.09804, -0.85537], [1.52977, 2.50386, -2.20574], [-1.24996, 2.77830, -1.26180], [-1.42314, 3.58118, -2.38931], [-2.68806, 4.01765, -2.75422], [-3.78832, 3.66871, -1.98606], [-3.62156, 2.89236, -0.84676], [-2.36488, 2.42677, -0.47338], [-2.06244, 1.44520, 1.05340], [-2.33371, 2.73964, 2.32680], [-3.55754, 0.42997, 1.32509], [1.01746, 4.13710, 0.23516], [2.07074, 2.78773, 0.73272], [0.44799, 2.92502, 1.41270], [1.43868, 3.55784, -2.46339], [1.35903, 1.89299, -3.08714], [2.54181, 2.32123, -1.84428], [-0.57602, 3.86941, -2.99785], [-2.81160, 4.62298, -3.64252], [-4.77695, 4.00461, -2.27076], [-4.49002, 2.64617, -0.24776], [-3.35387, 3.12122, 2.26140], [-1.63840, 3.56769, 2.19829], [-2.17809, 2.30437, 3.31388], [-4.48229, 0.99037, 1.18725], [-3.51580, 0.09200, 2.36166], [-3.56568, -0.45315, 0.69071], [-2.40778, -1.01703, -1.83650], [-3.13250, -1.49017, -2.98734], [-2.57125, -2.78825, -3.39035], [-1.15232, -2.66329, -3.74127], [-0.40491, -2.19827, -2.59749], [-0.92693, -0.85463, -2.12674], [-0.81244, 0.08453, -3.29495], [-1.54810, -0.38323, -4.44238], [-2.96227, -0.53682, -4.08618], [-1.02741, -1.69948, -4.83554], [-2.51464, -1.73278, -1.02427], [-2.79440, -0.04565, -1.52719], [-3.12015, -3.16000, -4.25401], [-2.67884, -3.49684, -2.56873], [0.64525, -2.07386, -2.86388], [-0.48001, -2.90989, -1.78314], [0.24430, 0.15318, -3.55715], [-1.18925, 1.05778, -2.99199], [-3.50636, -0.89829, -4.95765], [-3.37105, 0.43259, -3.79335], [0.02092, -1.60588, -5.12161], [-1.59416, -2.05897, -5.69325]],
  "forces_ev_per_a": [[0.6, -1.1, -0.3], [0.0, 0.0, 0.1], [-0.4, -0.5, -0.1], [0.0, 0.1, -0.1], [0.0, 0.0, 0.0], [0.4, 0.5, 0.3], [0.1, 0.1, 0.1], [-0.1, -0.1, -0.2], [0.0, 0.1, -0.1], [0.0, 0.0, 0.0], [-0.3, 0.4, 0.2], [0.0, -0.1, 0.0], [0.0, -0.1, 0.0], [0.1, 0.0, 0.1], [0.0, 0.0, 0.0], [0.0, 0.0, 0.0], [0.0, 0.0, -0.1], [0.1, 0.0, 0.0], [-0.3, 0.2, 0.2], [0.0, 0.0, 0.0], [0.0, 0.1, -0.1], [0.0, 0.0, 0.0], [0.0, 0.0, 0.0], [0.0, 0.0, 0.0], [0.1, 0.0, 0.0], [0.0, 0.1, 0.0], [0.0, 0.0, 0.0], [0.0, 0.0, 0.0], [0.0, 0.0, 0.0], [0.0, 0.0, 0.0], [0.0, 0.0, 0.0], [0.0, 0.0, 0.0], [0.0, 0.0, 0.0], [0.0, 0.0, 0.0], [0.0, 0.0, 0.0], [0.0, 0.0, 0.0], [0.0, 0.0, 0.0], [-0.1, -0.1, -0.3], [0.1, 0.0, 0.0], [0.0, 0.1, 0.0], [0.0, 0.1, 0.0], [0.0, 0.0, -0.2], [-0.4, 0.3, 0.3], [0.1, -0.1, -0.2], [0.0, -0.1, 0.0], [0.0, 0.0, 0.0], [0.0, 0.0, 0.0], [0.0, 0.0, 0.1], [0.0, 0.1, 0.0], [0.0, 0.0, 0.0], [0.0, 0.0, 0.0], [0.0, 0.0, 0.0], [0.0, 0.0, 0.0], [0.0, 0.0, 0.1], [-0.1, 0.0, 0.0], [0.0, 0.0, 0.0], [0.0, 0.0, 0.0], [0.0, 0.0, 0.0], [0.0, 0.0, 0.0]],
  "lowdin_charge": [0.5639, 0.6944, -0.6892, -0.2478, 0.2011, -0.6952, 0.6449, -0.2510, 0.2016, -0.2667, 0.7613, -0.2138, -0.3896, -0.0881, -0.0498, -0.0453, -0.0704, -0.3995, 0.8649, -0.2482, -0.2566, 0.0722, 0.0419, 0.0178, 0.0594, 0.0382, 0.0670, 0.1001, 0.1182, 0.1182, 0.1060, 0.0517, 0.0378, 0.0519, 0.0431, 0.0570, 0.0190, -0.2030, -0.0737, -0.1336, -0.0773, -0.1829, -0.1991, -0.1866, -0.0732, -0.1425, -0.1445, 0.0722, 0.1045, 0.1360, 0.1381, 0.1366, 0.0606, 0.1176, 0.0939, 0.1354, 0.1314, 0.1343, 0.1353],
  "e_above_lowest_kj_mol": 100.00,
  "multiplicity": 1,
  "largest_force_ev_per_a": 1.27,
  "total_charge": 1,
  "homo_lumo_gap_ev": 6.26,
  "e_tot_ev": -74069.081
}